Entry from OMol25: a 12-piece molecular cluster, C21H65NO18 overall in a non-equilibrium geometry (ωB97M-V/def2-TZVPD).

Its energy relative to the best compared isomer or geometry (same formula, charge and spin) is 0.00 kJ/mol. As for the HOMO energy: -8.63 eV. The spin multiplicity is 1. As for the largest force on an atom: 0.070 Eh/bohr. The calculation puts the energy at -61170.920 eV.

```
105
C21H65NO18, DFT ωB97M-V/def2-TZVPD
O -26.15795 -6.39437 10.85754
H -25.88174 -7.29417 11.03159
H -25.35299 -5.88010 10.91901
O -28.70247 -10.15858 12.99134
H -27.90184 -10.11521 13.51417
H -28.72316 -9.32867 12.51483
O -30.78475 -9.32805 5.93598
H -31.48158 -8.82705 6.35986
H -30.18381 -9.55195 6.64661
O -28.65548 -7.66525 12.08429
H -27.85919 -7.24078 11.76497
H -28.87921 -7.18638 12.88232
O -27.06927 -9.78843 4.85618
H -27.87998 -9.40922 4.51680
H -26.94725 -10.58944 4.34655
C -34.90932 -7.85568 11.86369
C -33.69850 -7.98818 11.01207
C -32.41896 -8.10421 11.87929
C -32.12628 -9.50100 12.47859
C -32.05477 -10.50264 11.28729
C -33.32729 -10.52001 10.41524
N -33.72679 -9.12994 9.94620
O -34.82120 -9.13573 9.11123
C -32.88979 -11.32891 9.12478
C -34.46676 -11.32531 11.08466
C -33.63354 -6.60091 10.35583
H -35.21253 -8.83421 12.23605
H -35.75535 -7.57207 11.23767
H -34.91572 -7.17418 12.71434
H -31.49277 -7.74829 11.42809
H -32.51962 -7.40733 12.71135
H -32.92530 -9.61415 13.21130
H -31.28627 -9.47656 13.17277
H -31.89924 -11.50903 11.67598
H -31.16456 -10.29721 10.69278
H -32.15627 -12.10331 9.34922
H -33.71271 -11.79908 8.58640
H -32.53759 -10.62024 8.37521
H -35.37773 -11.20552 10.49825
H -34.28062 -12.39882 11.11678
H -34.65235 -10.98122 12.10214
H -32.82580 -6.49891 9.63108
H -33.60440 -5.80590 11.10095
H -34.47619 -6.40498 9.69277
H -35.50112 -9.56344 9.63693
C -25.25417 -11.21604 12.32838
C -24.54838 -9.98527 11.76070
O -25.42086 -8.95300 11.31448
O -25.72373 -10.88103 13.65352
H -24.54372 -12.04167 12.36965
H -26.15068 -11.36841 11.72743
H -24.04775 -10.26113 10.83259
H -23.74748 -9.66654 12.42783
H -25.93578 -9.34307 10.60434
H -24.96065 -10.75494 14.22222
C -29.30516 -6.36691 5.64052
C -27.98639 -5.63760 5.74963
O -28.22626 -4.27067 5.52993
O -29.76033 -6.27653 4.28231
H -30.05759 -6.04152 6.35890
H -29.15161 -7.40210 5.94532
H -27.31396 -5.87304 4.92471
H -27.45676 -5.70748 6.69974
H -28.51353 -4.09264 4.63138
H -29.80714 -7.08489 3.76660
C -24.16521 -13.60715 9.38911
C -23.41122 -13.74497 8.05827
O -24.26531 -14.10126 6.90099
O -24.92780 -12.40570 9.38390
H -23.48329 -13.55830 10.23804
H -24.86379 -14.40928 9.62717
H -22.70718 -14.53646 8.31507
H -22.91858 -12.81527 7.77353
H -23.69777 -14.07390 6.12720
H -25.58099 -12.48075 8.68438
C -28.90947 -14.82250 8.23621
C -28.38367 -13.38597 8.46303
O -27.15119 -13.21218 7.69265
O -30.06793 -15.00338 8.98134
H -28.10905 -15.52440 8.47029
H -29.09534 -15.04941 7.18642
H -28.21120 -13.21940 9.52633
H -29.10686 -12.61598 8.19431
H -27.29248 -13.54180 6.80215
H -30.71328 -15.38220 8.37999
C -24.29438 -7.42579 7.15035
C -23.56832 -8.85020 7.12729
O -24.03184 -9.69212 8.17735
O -23.59243 -6.44105 7.85666
H -25.20339 -7.59809 7.72663
H -24.72072 -7.17839 6.17819
H -22.48600 -8.75038 7.20930
H -23.80354 -9.33997 6.18236
H -24.94265 -9.89189 7.94907
H -24.01037 -5.59992 7.65814
C -29.16873 -8.87830 8.97293
C -27.74573 -8.94348 8.52890
O -27.13903 -10.05506 9.23937
O -29.96322 -9.96747 8.40478
H -29.59743 -7.99218 8.50483
H -29.25502 -8.77511 10.05460
H -27.33008 -7.95746 8.73646
H -27.60838 -9.11446 7.46119
H -27.75427 -10.78913 9.17452
H -30.71151 -10.09733 8.99198
```